Entry 1:
The following is a quantum chemistry calculation of 13 unconnected molecules or ions with the total composition C38H105N3O26, from the OMol25 dataset.

* LUMO: 0.2 eV
* HOMO energy: -8.4 eV
* calculated total energy: -98806.704 eV
* total charge: 0
* ΔE to the lowest compared entry with this formula, charge and spin: 0.0 kcal/mol

Geometry (Å):
1 C 0.14535 -4.46540 2.14573
2 O -0.94142 -4.85295 1.37698
3 C -1.81378 -5.81495 1.93012
4 C -2.83469 -6.12883 0.84980
5 N -3.81324 -5.06736 0.84407
6 C -4.73437 -5.21211 -0.29809
7 C -5.82364 -4.20756 -0.24327
8 O -6.87016 -4.74199 0.55364
9 C -7.85459 -3.77434 0.85801
10 H 1.04218 -5.05166 1.94465
11 H -0.09706 -4.34733 3.20777
12 H 0.38204 -3.43076 1.84665
13 H -2.36087 -5.45140 2.81149
14 H -1.23539 -6.70206 2.23131
15 H -3.29035 -7.08435 1.08381
16 H -2.26007 -6.10566 -0.09249
17 H -3.32379 -4.17541 0.67655
18 H -5.18193 -6.20441 -0.25629
19 H -4.17376 -5.07699 -1.23686
20 H -6.20130 -4.14888 -1.27620
21 H -5.46262 -3.25195 0.14498
22 H -7.43121 -2.92093 1.41482
23 H -8.60367 -4.24895 1.49373
24 H -8.36694 -3.40005 -0.04592
25 C 2.54282 5.56141 -1.46331
26 O 3.37654 5.76027 -0.38244
27 C 3.03620 4.90037 0.71478
28 C 4.07654 5.02293 1.75758
29 N 4.22531 6.39909 2.22701
30 C 5.01578 6.42176 3.45361
31 C 5.19034 7.78874 3.92258
32 O 6.09469 7.75892 5.00451
33 C 6.10266 8.96237 5.68514
34 H 2.43263 4.49126 -1.67971
35 H 3.01108 6.02768 -2.33364
36 H 1.57221 6.04067 -1.29919
37 H 3.00908 3.86490 0.32098
38 H 2.03899 5.13491 1.11062
39 H 5.02303 4.52740 1.45994
40 H 3.73487 4.39666 2.60093
41 H 4.78264 6.87447 1.51154
42 H 6.00966 5.95038 3.28014
43 H 4.55143 5.80229 4.22749
44 H 4.21926 8.15655 4.29031
45 H 5.55892 8.42473 3.10411
46 H 6.79152 8.87745 6.52573
47 H 5.11417 9.23317 6.09769
48 H 6.44494 9.80617 5.06054
49 C -2.31477 -2.75472 -7.67474
50 O -2.53814 -2.65220 -6.31812
51 C -1.74343 -1.63164 -5.72950
52 C -1.82672 -1.76998 -4.25382
53 N -3.07456 -1.24982 -3.75664
54 C -3.25752 -1.46873 -2.32569
55 C -4.59492 -0.92234 -1.86349
56 O -5.65353 -1.48926 -2.54638
57 C -6.79686 -0.67380 -2.50757
58 H -2.18326 -1.76517 -8.14713
59 H -3.18065 -3.23461 -8.12244
60 H -1.40649 -3.33547 -7.90158
61 H -2.12968 -0.65804 -6.07453
62 H -0.70995 -1.72134 -6.10046
63 H -1.03710 -1.11962 -3.83150
64 H -1.60088 -2.80018 -3.94312
65 H -3.86363 -1.65322 -4.26240
66 H -2.52024 -0.84237 -1.78278
67 H -3.07732 -2.49003 -1.96015
68 H -4.59107 0.18861 -1.87238
69 H -4.71362 -1.09793 -0.76837
70 H -7.60548 -1.23278 -2.97069
71 H -6.64793 0.27518 -3.04192
72 H -7.07697 -0.43402 -1.46592
73 C -2.68822 -1.63917 2.61861
74 C -3.88383 -2.12530 3.34518
75 O -3.84863 -3.56071 3.57912
76 O -2.83382 -2.04269 1.23436
77 H -1.71563 -1.95986 3.00022
78 H -2.70223 -0.52707 2.63636
79 H -4.78326 -1.80767 2.80764
80 H -3.91795 -1.70419 4.36019
81 H -4.03703 -4.02619 2.73374
82 H -2.09908 -1.57034 0.75265
83 C 1.43028 2.20227 -5.41425
84 C 1.94909 3.04478 -4.29889
85 O 2.36612 2.31981 -3.14494
86 O 2.43381 1.31024 -5.88488
87 H 1.26976 2.91511 -6.22426
88 H 0.55722 1.63030 -5.09711
89 H 1.17779 3.78351 -4.00396
90 H 2.75539 3.69645 -4.66011
91 H 3.32116 2.37716 -3.08225
92 H 2.33063 0.42130 -5.49008
93 C 1.19192 0.84067 -0.48227
94 C 0.61909 -0.08631 0.53191
95 O -0.66609 -0.58333 0.14962
96 O 1.58111 0.07895 -1.67544
97 H 2.07475 1.35219 -0.06170
98 H 0.47602 1.61257 -0.78216
99 H 0.50399 0.41948 1.48726
100 H 1.32699 -0.91840 0.63912
101 H -0.53423 -1.14877 -0.62325
102 H 1.65218 0.73496 -2.41496
103 C 1.31737 2.77988 5.22084
104 C 1.40724 3.09982 3.74668
105 O 0.31081 2.49669 3.09408
106 O 0.52487 3.70916 5.95501
107 H 2.31192 2.71538 5.69346
108 H 0.85296 1.80936 5.40396
109 H 2.36807 2.73704 3.36156
110 H 1.29450 4.19210 3.68558
111 H 0.26661 2.83236 2.18021
112 H 0.90021 4.58839 5.83466
113 C 3.26093 -2.11522 4.46632
114 C 2.89965 -0.89910 3.66455
115 O 3.57619 -0.87201 2.38460
116 O 2.56480 -3.27190 3.93728
117 H 3.04098 -1.99342 5.54367
118 H 4.35467 -2.25215 4.43774
119 H 3.27709 -0.04573 4.22310
120 H 1.81451 -0.88733 3.50900
121 H 3.17945 -1.59195 1.82710
122 H 2.63380 -3.99302 4.57050
123 C 4.23620 -5.10432 0.24372
124 C 4.19614 -3.66592 0.71852
125 O 2.85530 -3.24639 1.08331
126 O 4.29279 -6.06024 1.32688
127 H 5.15652 -5.19984 -0.37495
128 H 3.42343 -5.34049 -0.43304
129 H 4.47680 -3.01947 -0.11911
130 H 4.89971 -3.53490 1.54404
131 H 2.69710 -3.61101 1.98905
132 H 5.19402 -6.09609 1.64984
133 C -2.87425 1.85061 0.20612
134 C -4.15643 2.27077 0.82584
135 O -5.21349 2.33176 -0.11540
136 O -2.37377 2.82045 -0.74960
137 H -2.83990 0.83690 -0.21847
138 H -2.14745 1.72931 1.03152
139 H -3.98143 3.26275 1.26480
140 H -4.46026 1.57453 1.60158
141 H -5.17252 3.19240 -0.54784
142 H -2.79256 2.61532 -1.59820
143 C 4.41228 -1.07045 -3.21554
144 C 3.75480 -1.52836 -4.48459
145 O 2.39921 -1.17486 -4.55747
146 O 3.78542 -1.68102 -2.04816
147 H 4.43433 0.01909 -3.08459
148 H 5.43555 -1.46272 -3.21632
149 H 3.84347 -2.61801 -4.46064
150 H 4.26980 -1.12398 -5.35748
151 H 1.91317 -1.92666 -4.16529
152 H 2.98943 -1.13574 -1.80281
153 C 0.98217 -4.22332 -2.10893
154 C 0.24904 -3.17676 -1.33745
155 O -1.12041 -3.45202 -1.01038
156 O 0.61891 -4.08737 -3.47754
157 H 0.78775 -5.23448 -1.72856
158 H 2.06335 -4.04287 -2.02827
159 H 0.28360 -2.25028 -1.94404
160 H 0.75313 -2.90128 -0.40141
161 H -1.06775 -3.99065 -0.17862
162 H 0.91363 -4.88223 -3.93527
163 C -1.45610 5.85586 0.42673
164 C -0.92806 4.75380 1.30184
165 O -0.13978 3.86419 0.57392
166 O -2.17079 6.83602 1.18992
167 H -2.10347 5.42158 -0.34944
168 H -0.64128 6.35776 -0.10436
169 H -1.78597 4.21166 1.72896
170 H -0.32193 5.13044 2.12066
171 H -0.65746 3.50123 -0.18029
172 H -3.08126 6.54235 1.29094

Results of the Löwdin charge analysis, in e, for atoms 1 through 2: atom 1 (C): -0.104, atom 2 (O): -0.226



Entry 2:
The following is a quantum chemistry calculation of a molecular structure, C35H27P2PtS2, from the OMol25 dataset.

* LUMO: 2.4 eV
* HOMO energy: -3.8 eV
* calculated total energy: -80230.509 eV
* total charge: -1

Geometry (Å):
1 Pt 1.48126 -2.18783 -0.21244
2 S -1.61077 -2.40098 -2.32794
3 P -0.96130 -0.65498 -1.67255
4 C 0.68587 -0.63978 -1.36277
5 P 1.76135 0.47636 -0.80281
6 S 3.28706 -0.83213 -0.36916
7 C 1.31958 1.39379 0.72188
8 C 1.63317 0.85546 1.96980
9 C 1.15141 1.44550 3.12872
10 C 0.35556 2.57991 3.05596
11 C 0.04714 3.12645 1.81818
12 C 0.52763 2.53890 0.65830
13 C 2.07256 1.83743 -1.99439
14 C 2.63559 3.06292 -1.64124
15 C 2.85669 4.03267 -2.60631
16 C 2.52099 3.78217 -3.93072
17 C 1.97860 2.55720 -4.29011
18 C 1.76350 1.58478 -3.32527
19 C -1.33768 0.71489 -2.84127
20 C -1.50829 2.02545 -2.40671
21 C -1.64355 3.06082 -3.32080
22 C -1.61347 2.79251 -4.68081
23 C -1.45835 1.48447 -5.12274
24 C -1.32360 0.45281 -4.20769
25 C -1.97595 -0.18047 -0.21266
26 C -1.46025 -0.41295 1.05720
27 C -2.22148 -0.16218 2.18866
28 C -3.51053 0.33436 2.05571
29 C -4.03793 0.56174 0.78958
30 C -3.27820 0.29665 -0.33820
31 H 2.23499 -0.04441 2.02562
32 H 1.39187 1.00877 4.08972
33 H -0.02980 3.03535 3.95946
34 H -0.57700 4.00896 1.75324
35 H 0.28317 2.97205 -0.30437
36 H 2.89356 3.26010 -0.60746
37 H 3.28796 4.98609 -2.32773
38 H 2.68599 4.54410 -4.68231
39 H 1.71540 2.35897 -5.32098
40 H 1.34237 0.61882 -3.57805
41 H -1.54443 2.23339 -1.34344
42 H -1.77078 4.07782 -2.97069
43 H -1.71507 3.60119 -5.39320
44 H -1.44447 1.27078 -6.18457
45 H -1.20947 -0.57507 -4.53411
46 H -0.44687 -0.80617 1.15433
47 H -1.80666 -0.35681 3.16888
48 H -4.10855 0.53627 2.93538
49 H -5.04830 0.93684 0.68196
50 H -3.69716 0.45034 -1.32582
51 C -1.68207 -5.08460 3.13236
52 C -1.68919 -4.52032 1.83712
53 C -0.55674 -3.93361 1.35348
54 C 0.63707 -3.86452 2.11724
55 C 1.78392 -3.20638 1.57730
56 C 2.90418 -3.17006 2.38336
57 C 2.92741 -3.75139 3.67162
58 C 1.82210 -4.37212 4.18566
59 C 0.63799 -4.43570 3.41357
60 C -0.54868 -5.04532 3.89472
61 H -2.58028 -5.54928 3.52019
62 H -2.58841 -4.54871 1.23523
63 H -0.57410 -3.49759 0.34754
64 H 3.80273 -2.67061 2.03311
65 H 3.83807 -3.69972 4.25921
66 H 1.83430 -4.81387 5.17581
67 H -0.54165 -5.47951 4.88924

Results of the Löwdin charge analysis, in e, for atoms 1 through 2: atom 1 (Pt): 0.658, atom 2 (S): 0.175



Entry 3:
The following is a quantum chemistry calculation of a molecular structure, CH5NO2PS, from the OMol25 dataset.

* LUMO (spin up / spin down): 3.5 / 3.5 eV
* HOMO energy (spin up / spin down): -3.8 / -3.8 eV
* calculated total energy: -26826.955 eV
* total charge: -1
* ΔE to the lowest compared entry with this formula, charge and spin: 96.6 kcal/mol

Geometry (Å):
1 C -0.97717 -1.36100 0.33016
2 N 0.57447 2.19513 0.40626
3 O -1.28555 0.64705 -1.53009
4 O -1.91020 2.50600 1.06773
5 P -1.00153 1.52570 0.51896
6 S -0.79307 -0.20050 1.69277
7 H -1.07665 -0.57983 -0.41317
8 H -1.98777 -1.80888 0.34240
9 H -0.17789 -2.18303 0.11017
10 H 0.25134 3.05720 0.00625
11 H 0.97282 1.61317 -0.32647

Results of the Löwdin charge analysis, in e, for atoms 1 through 2: atom 1 (C): -0.549, atom 2 (N): -0.160